This record from the OMol25 dataset describes a cluster of 7 separate species, C17H34Cl4O15 in total. The level of theory is ωB97M-V/def2-TZVPD.

Each line ends with the natural charge from an NBO analysis.
Cartesian coordinates (Å):
C  -29.132  32.739  9.203  -0.251
O  -28.427  31.628  8.859  -0.511
C  -27.985  30.657  9.703  0.994
O  -27.392  29.705  9.293  -0.608
O  -28.318  30.906  10.951  -0.523
C  -28.070  29.977  11.979  -0.254
H  -29.282  33.458  8.397  0.197
H  -28.678  33.396  9.945  0.177
H  -30.111  32.509  9.622  0.174
H  -28.349  30.552  12.862  0.196
H  -27.014  29.708  12.009  0.211
H  -28.790  29.169  11.851  0.192
C  -27.691  20.873  16.703  -0.254
O  -27.102  21.914  15.906  -0.511
C  -27.802  22.874  15.263  1.003
O  -27.252  23.767  14.610  -0.643
O  -29.126  22.754  15.444  -0.511
C  -29.922  23.739  14.866  -0.262
H  -28.504  21.255  17.320  0.193
H  -26.939  20.371  17.312  0.207
H  -28.140  20.080  16.106  0.193
H  -29.813  23.825  13.785  0.198
H  -29.753  24.708  15.335  0.195
H  -30.971  23.490  15.027  0.192
C  -24.209  22.328  14.751  -0.267
O  -23.718  21.928  15.988  -0.494
C  -23.852  20.665  16.365  0.994
O  -24.259  19.728  15.681  -0.644
O  -23.499  20.643  17.673  -0.512
C  -23.735  19.483  18.517  -0.272
H  -23.435  22.153  14.003  0.182
H  -24.502  23.373  14.650  0.207
H  -25.102  21.764  14.484  0.207
H  -24.130  18.668  17.912  0.206
H  -24.407  19.577  19.370  0.193
H  -22.808  19.033  18.873  0.195
C  -23.106  25.133  8.625  -0.247
O  -22.468  24.775  9.835  -0.539
C  -22.073  23.473  10.103  0.992
O  -22.144  22.477  9.363  -0.607
O  -21.533  23.366  11.364  -0.510
C  -21.653  24.416  12.314  -0.262
H  -23.248  26.213  8.585  0.204
H  -24.080  24.649  8.548  0.190
H  -22.457  24.767  7.830  0.194
H  -21.119  24.157  13.228  0.206
H  -22.670  24.805  12.364  0.195
H  -21.092  25.274  11.944  0.183
C  -24.554  25.764  17.277  -0.281
O  -25.100  27.087  17.248  -0.501
C  -24.609  28.031  18.032  0.997
O  -23.840  27.938  18.989  -0.639
O  -25.092  29.211  17.548  -0.519
C  -24.939  30.486  18.210  -0.262
H  -25.225  24.914  17.149  0.205
H  -24.192  25.532  18.279  0.214
H  -23.806  25.648  16.492  0.195
H  -25.769  31.191  18.246  0.200
H  -24.035  31.027  17.930  0.192
H  -24.899  30.239  19.271  0.198
C  -31.508  26.639  13.289  -0.401
Cl  -29.718  26.733  13.222  -0.041
Cl  -32.208  27.680  14.489  -0.002
H  -31.962  26.846  12.321  0.233
H  -31.780  25.655  13.672  0.216
C  -26.138  26.613  14.034  -0.415
Cl  -25.798  28.357  14.182  -0.041
Cl  -25.006  25.810  13.075  0.009
H  -26.065  26.160  15.023  0.231
H  -27.141  26.466  13.634  0.223

Results
HOMO-LUMO gap, Eh: 0.3994
LUMO, eV: 0.29
HOMO, Ha: -0.389

This record from the OMol25 dataset describes a structure of composition C20H26N4OPtS2. The level of theory is ωB97M-V/def2-TZVPD.

Each line ends with the natural charge from an NBO analysis.
Cartesian coordinates (Å):
Pt  0.359  0.581  -0.069  0.641
C  1.852  5.864  -0.294  -0.680
C  2.580  4.579  -0.330  0.374
N  3.836  4.425  -0.576  -0.188
N  4.080  3.092  -0.478  -0.323
C  2.989  2.399  -0.177  0.233
S  2.829  0.750  0.118  0.021
N  2.017  3.328  -0.074  -0.226
N  0.699  2.973  0.202  -0.645
H  2.573  6.665  -0.441  0.293
H  1.356  6.015  0.665  0.247
H  1.110  5.927  -1.092  0.251
H  5.008  2.731  -0.648  0.460
H  0.435  3.360  1.104  0.413
H  0.087  3.346  -0.516  0.407
C  -3.106  2.597  -1.536  -0.778
S  -1.789  1.378  -1.206  1.221
O  -2.168  0.150  -1.914  -0.949
C  -2.102  1.120  0.563  -0.395
C  -2.779  -0.031  0.964  -0.181
C  -3.158  -0.171  2.289  -0.191
C  -2.870  0.830  3.208  -0.135
C  -2.232  1.998  2.801  -0.212
C  -1.852  2.152  1.480  -0.172
H  -4.048  2.092  -1.322  0.267
H  -3.048  2.857  -2.590  0.268
H  -2.964  3.466  -0.896  0.233
H  -3.023  -0.778  0.218  0.262
H  -3.694  -1.056  2.603  0.250
H  -3.161  0.712  4.243  0.251
H  -2.054  2.794  3.511  0.244
H  -1.444  3.100  1.151  0.184
C  1.987  -2.397  0.933  -0.578
C  0.623  -2.479  0.207  -0.274
C  -0.487  -2.466  1.278  -0.572
C  0.394  -1.314  -0.676  0.237
C  0.578  -3.688  -0.720  -0.069
C  -0.400  -4.678  -0.629  -0.208
C  -0.369  -5.769  -1.482  -0.178
C  0.623  -5.881  -2.448  -0.176
C  1.606  -4.904  -2.543  -0.203
C  1.558  -3.800  -1.714  -0.167
H  2.037  -1.484  1.531  0.211
H  2.826  -2.412  0.243  0.231
H  2.076  -3.254  1.597  0.255
H  -0.427  -1.541  1.853  0.222
H  -0.340  -3.302  1.959  0.265
H  -1.473  -2.535  0.825  0.226
H  -0.109  -1.472  -1.635  0.213
H  -1.169  -4.629  0.129  0.216
H  -1.124  -6.538  -1.397  0.235
H  0.608  -6.708  -3.144  0.238
H  2.385  -4.995  -3.288  0.234
H  2.280  -2.998  -1.841  0.194

Results
Net charge: +2
HOMO-LUMO gap, Eh: 0.2143
LUMO, eV: -8.19
HOMO, Ha: -0.515

This record from the OMol25 dataset describes a cluster of 11 separate species, C33H88O33S11 in total. The level of theory is ωB97M-V/def2-TZVPD.

Each line ends with the Löwdin charge.
Cartesian coordinates (Å):
O  4.861  -20.595  -8.838  -0.310
S  3.430  -20.591  -8.587  0.693
O  2.548  -19.537  -9.109  -0.308
O  2.704  -22.007  -9.156  -0.296
C  3.424  -23.235  -9.091  -0.280
C  3.062  -23.984  -10.385  -0.061
C  3.151  -20.959  -6.808  -0.085
H  3.039  -23.760  -8.216  0.104
H  4.504  -23.093  -9.044  0.093
H  3.415  -25.015  -10.388  0.078
H  3.470  -23.416  -11.221  0.068
H  1.979  -24.023  -10.496  0.070
H  2.736  -20.058  -6.358  0.069
H  4.158  -21.110  -6.418  0.043
H  2.498  -21.832  -6.786  0.055
O  9.582  -21.399  -3.481  -0.347
S  10.485  -21.063  -4.592  0.426
O  10.261  -21.598  -5.934  -0.341
O  10.463  -19.335  -4.828  -0.293
C  10.084  -18.558  -3.701  -0.286
C  10.802  -17.170  -3.994  -0.083
C  12.209  -21.488  -4.102  -0.170
H  10.341  -18.937  -2.712  0.101
H  9.031  -18.280  -3.735  0.085
H  11.870  -17.302  -4.168  0.064
H  10.756  -16.556  -3.094  0.059
H  10.382  -16.481  -4.726  0.051
H  12.379  -21.429  -3.027  -0.005
H  12.822  -20.785  -4.666  0.035
H  12.392  -22.526  -4.378  0.018
O  6.273  -25.318  -1.022  -0.273
S  6.985  -24.064  -0.979  0.586
O  6.304  -22.871  -1.386  -0.282
O  7.508  -23.894  0.570  -0.260
C  8.069  -22.648  0.961  -0.316
C  7.133  -22.032  1.891  -0.085
C  8.582  -24.116  -1.717  -0.110
H  8.178  -21.997  0.094  0.105
H  9.054  -22.853  1.379  0.125
H  6.180  -21.941  1.369  0.059
H  7.466  -21.062  2.262  0.092
H  6.924  -22.699  2.727  0.085
H  9.086  -24.981  -1.286  0.077
H  9.156  -23.231  -1.443  0.061
H  8.483  -24.150  -2.802  0.053
O  1.064  -27.919  -2.650  -0.318
S  1.716  -28.105  -1.329  0.720
O  0.946  -28.293  -0.099  -0.314
O  2.959  -29.266  -1.462  -0.284
C  3.248  -30.146  -0.400  -0.309
C  3.146  -31.585  -0.882  -0.070
C  2.833  -26.650  -1.065  -0.081
H  2.562  -30.070  0.444  0.107
H  4.252  -29.947  -0.025  0.121
H  2.175  -31.819  -1.320  0.085
H  3.570  -32.256  -0.136  0.080
H  3.807  -31.672  -1.744  0.063
H  3.152  -26.881  -0.049  0.068
H  2.256  -25.751  -1.283  0.059
H  3.585  -26.649  -1.854  0.040
O  4.520  -24.158  -6.034  -0.283
S  4.571  -24.614  -4.660  0.692
O  3.784  -25.726  -4.115  -0.295
O  6.166  -24.738  -4.208  -0.273
C  7.107  -24.378  -5.162  -0.301
C  7.143  -22.856  -5.311  -0.072
C  4.119  -23.189  -3.632  -0.102
H  6.918  -24.892  -6.105  0.114
H  8.135  -24.604  -4.879  0.108
H  6.357  -22.420  -5.929  0.059
H  7.969  -22.716  -6.008  0.061
H  7.125  -22.137  -4.492  0.075
H  3.073  -22.944  -3.818  0.053
H  4.777  -22.351  -3.862  0.045
H  4.384  -23.357  -2.588  0.049
O  8.634  -29.374  -5.079  -0.332
S  7.946  -28.064  -5.150  0.721
O  8.244  -27.029  -6.163  -0.303
O  6.295  -28.359  -5.102  -0.309
C  5.834  -29.364  -4.115  -0.206
C  4.315  -29.339  -4.433  -0.058
C  7.993  -27.316  -3.414  -0.104
H  5.941  -29.021  -3.086  0.104
H  6.426  -30.261  -4.301  0.110
H  3.896  -30.313  -4.177  0.065
H  4.058  -29.360  -5.492  0.081
H  3.720  -28.553  -3.967  0.056
H  8.059  -28.090  -2.648  0.063
H  7.118  -26.701  -3.202  0.039
H  8.889  -26.711  -3.279  0.054
O  5.517  -20.126  -0.141  -0.306
S  5.329  -19.641  -1.530  0.664
O  4.448  -20.211  -2.533  -0.289
O  5.095  -18.024  -1.539  -0.263
C  4.756  -17.484  -2.843  -0.259
C  4.239  -16.020  -2.650  -0.055
C  7.013  -19.517  -2.176  -0.119
H  3.992  -17.996  -3.429  0.115
H  5.662  -17.399  -3.443  0.090
H  3.280  -16.083  -2.137  0.072
H  4.196  -15.441  -3.573  0.076
H  4.931  -15.483  -2.002  0.070
H  7.588  -20.440  -2.246  0.049
H  7.577  -18.885  -1.490  0.075
H  7.019  -19.035  -3.154  0.034
O  1.441  -23.070  -1.526  -0.305
S  0.411  -22.226  -0.941  0.676
O  -1.003  -22.448  -1.092  -0.280
O  0.796  -22.162  0.716  -0.270
C  2.198  -21.985  0.975  -0.272
C  2.688  -23.114  1.913  -0.054
C  0.683  -20.466  -1.388  -0.084
H  2.229  -21.086  1.591  0.116
H  2.798  -21.866  0.073  0.101
H  2.179  -23.283  2.862  0.075
H  3.708  -23.007  2.283  0.064
H  2.730  -24.061  1.375  0.067
H  1.720  -20.167  -1.237  0.052
H  0.060  -19.827  -0.762  0.074
H  0.456  -20.421  -2.454  0.054
O  7.016  -24.182  -9.592  -0.296
S  7.218  -23.269  -10.733  0.680
O  6.144  -22.682  -11.506  -0.293
O  8.248  -22.041  -10.294  -0.265
C  9.381  -22.317  -9.494  -0.292
C  10.443  -21.200  -9.530  -0.053
C  8.256  -24.071  -12.083  -0.096
H  9.728  -23.346  -9.593  0.116
H  9.091  -22.286  -8.444  0.093
H  11.342  -21.457  -8.970  0.078
H  10.014  -20.311  -9.068  0.059
H  10.771  -21.026  -10.555  0.072
H  7.613  -24.724  -12.674  0.060
H  9.008  -24.709  -11.618  0.056
H  8.631  -23.267  -12.715  0.064
O  -1.984  -21.327  -4.910  -0.292
S  -0.750  -21.623  -5.598  0.673
O  0.583  -21.214  -5.145  -0.325
O  -0.645  -23.194  -6.022  -0.290
C  -0.745  -24.243  -5.029  -0.211
C  0.688  -24.815  -4.716  -0.035
C  -0.898  -20.956  -7.401  -0.070
H  -1.470  -24.935  -5.457  0.115
H  -1.291  -23.911  -4.146  0.109
H  1.183  -25.329  -5.541  0.082
H  0.593  -25.589  -3.955  0.062
H  1.291  -24.051  -4.226  0.043
H  -1.927  -20.781  -7.713  0.051
H  -0.414  -21.563  -8.166  0.059
H  -0.490  -19.945  -7.385  0.056
O  5.837  -19.275  -5.497  -0.291
S  6.355  -18.480  -6.582  0.698
O  5.360  -18.009  -7.600  -0.302
O  7.099  -17.146  -5.878  -0.275
C  7.861  -16.394  -6.746  -0.322
C  7.740  -14.866  -6.350  -0.039
C  7.797  -19.311  -7.324  -0.089
H  7.501  -16.657  -7.741  0.103
H  8.910  -16.675  -6.655  0.103
H  6.730  -14.532  -6.590  0.070
H  8.448  -14.276  -6.932  0.071
H  7.829  -14.685  -5.279  0.071
H  8.403  -18.712  -8.004  0.070
H  7.413  -20.073  -8.002  0.063
H  8.346  -19.816  -6.530  0.053

Results
Net charge: -1
<S²>: 0.75
HOMO-LUMO gap (alpha / beta), Eh: 0.0842 / 0.3880
LUMO (alpha / beta), eV: 1.81 / 1.78
Spin multiplicity: 2
HOMO (alpha / beta), Ha: -0.018 / -0.323

So what do the calculations give for relative energy (zero: lowest compared OMol25 entry of this formula, charge and spin)? Going down the list: 0.0; 68.3; 0.0 kcal per mole.
So what do the calculations give for DFT total energy? Going down the list: -98979.8938; -54068.1081; -222393.6251 eV.